The following is a DFT calculation (the ωB97M-V functional and the def2-TZVPD basis) of the molecule C24H22ClO7P in a non-equilibrium geometry.

Its calculated total energy is -2256.03024 Ha. Its SMILES is CCCc1cc2c(cc1CC(=O)Cl)C(=O)c1c(ccc(CC(=O)OC(C)=O)c1P(C)O)C2=O.

```
! wB97M-V def2-TZVPD RIJCOSX def2/J DEFGRID3
* xyz 0 1
C -2.028 5.108 0.727
C -0.950 5.817 -0.117
C -0.838 5.237 -1.542
C -0.737 3.738 -1.597
C 0.231 3.124 -0.800
C 0.417 1.750 -0.825
C -0.357 0.942 -1.651
C -1.320 1.543 -2.447
C -1.524 2.922 -2.431
C -2.566 3.488 -3.372
C -3.691 4.226 -2.696
O -4.362 3.831 -1.821
Cl -4.057 5.847 -3.406
C -0.133 -0.522 -1.724
O -0.486 -1.114 -2.715
C 0.580 -1.190 -0.595
C 1.386 -0.363 0.198
C 2.150 -0.885 1.229
C 2.094 -2.251 1.451
C 1.295 -3.095 0.684
C 1.352 -4.579 0.992
C 2.577 -5.005 1.745
O 3.658 -5.086 1.281
O 2.287 -5.352 3.058
C 3.276 -5.044 3.992
C 3.012 -3.828 4.824
O 4.226 -5.726 4.135
C 0.483 -2.583 -0.350
P -0.664 -3.553 -1.442
C -1.163 -5.089 -0.569
O -2.078 -2.702 -1.280
C 1.472 1.112 -0.006
O 2.352 1.764 0.506
H -2.477 5.813 1.417
H -2.787 4.698 0.073
H -1.573 4.292 1.277
H 0.016 5.795 0.376
H -1.228 6.859 -0.252
H -1.625 5.643 -2.163
H 0.093 5.626 -1.963
H 0.843 3.737 -0.157
H -1.924 0.948 -3.115
H -3.027 2.691 -3.949
H -2.081 4.174 -4.060
H 2.792 -0.264 1.830
H 2.700 -2.636 2.255
H 0.464 -4.935 1.496
H 1.392 -5.114 0.048
H 3.288 -4.027 5.849
H 1.948 -3.603 4.812
H 3.562 -2.984 4.424
H -0.415 -5.859 -0.727
H -1.311 -5.009 0.507
H -2.090 -5.447 -1.003
H -2.452 -2.883 -0.408
*
```

=====

The following is a DFT calculation (the ωB97M-V functional and the def2-TZVPD basis) of a 21-piece molecular cluster, C11H64NO20 overall in a non-equilibrium geometry.

The energy above the lowest of the compared OMol25 structures with the same formula, charge and spin comes out at 2.778 eV.

```
! wB97M-V def2-TZVPD RIJCOSX def2/J DEFGRID3
* xyz 1 1
C 0.335 3.719 1.623
C -0.541 2.416 1.695
C 0.016 1.317 0.662
C -0.884 0.096 0.535
N -0.272 -1.141 -0.070
C -1.241 -2.271 -0.028
C -0.381 -3.551 -0.015
C 1.021 -3.006 0.433
C 0.855 -1.573 0.847
C 0.279 -0.850 -1.492
C -0.728 -0.308 -2.463
C -0.219 -0.068 -3.900
H 0.446 3.979 0.644
H 1.167 3.578 2.131
H -0.143 4.327 2.179
H -1.568 2.513 1.334
H -0.470 2.078 2.633
H 0.919 1.121 0.958
H 0.246 1.977 -0.348
H -1.646 0.420 -0.125
H -1.055 -0.262 1.627
H -1.746 -2.730 -1.079
H -1.981 -2.056 0.771
H -0.305 -3.993 -0.965
H -0.352 -4.175 0.793
H 1.761 -2.833 -0.241
H 1.541 -3.687 1.273
H 1.892 -1.224 0.681
H 0.656 -1.379 2.019
H 0.551 -1.705 -2.054
H 1.197 -0.259 -1.534
H -1.261 0.703 -2.245
H -1.754 -0.979 -2.625
H -0.120 -0.995 -4.657
H 0.846 0.316 -3.900
H -0.929 0.722 -4.255
O 2.200 -5.784 -2.169
H 1.357 -6.254 -1.937
H 2.707 -5.983 -1.470
O 3.763 3.598 3.510
H 3.546 2.753 3.332
H 4.283 3.615 4.222
O 0.863 0.204 4.495
H 1.015 1.030 5.064
H -0.067 -0.187 4.402
O 1.191 -6.541 1.941
H 2.165 -6.343 1.972
H 0.874 -6.722 2.853
O 2.989 1.296 2.855
H 3.854 0.730 2.898
H 2.243 0.907 3.390
O -4.433 1.139 1.555
H -5.104 1.736 1.333
H -3.932 1.537 2.259
O -1.940 -0.163 4.391
H -2.475 -1.078 4.249
H -2.582 0.655 4.519
O -1.840 3.473 -3.220
H -2.374 3.124 -3.865
H -2.023 3.198 -2.355
O -3.319 2.314 4.314
H -2.642 3.003 4.457
H -4.100 2.862 4.324
O -3.072 2.898 -0.744
H -3.367 2.212 -0.022
H -3.484 3.743 -0.207
O 3.582 1.918 -2.690
H 4.110 2.369 -3.640
H 2.564 2.319 -2.677
O -3.126 -4.763 -0.032
H -2.590 -5.269 -0.725
H -2.846 -4.825 0.981
O 3.843 -3.357 1.690
H 4.520 -2.770 2.177
H 4.039 -4.384 1.943
O 4.748 -2.738 -0.912
H 5.523 -2.193 -0.705
H 4.359 -2.804 -0.019
O 1.705 2.207 -5.929
H 1.414 1.385 -6.218
H 1.642 2.912 -6.528
O 3.203 -1.267 -2.732
H 3.184 -0.178 -2.672
H 4.016 -1.554 -2.131
O -4.298 -0.218 -2.881
H -4.864 0.520 -2.417
H -4.685 -0.996 -2.220
O 0.943 2.902 -3.471
H -0.012 2.980 -3.243
H 0.840 2.721 -4.374
O -3.706 1.913 -4.896
H -3.733 1.395 -3.968
H -3.334 1.293 -5.514
O -1.157 4.159 5.315
H -1.593 4.204 6.238
H -0.721 4.916 5.060
*
```

=====

The following is a DFT calculation (the ωB97M-V functional and the def2-TZVPD basis) of the molecule CH5NS in a non-equilibrium geometry.

Its SMILES is CSN. The energy above the lowest of the compared OMol25 structures with the same formula, charge and spin comes out at 0.165 eV.

```
! wB97M-V def2-TZVPD RIJCOSX def2/J DEFGRID3
* xyz 0 1
C 0.574 -0.986 -0.463
S -1.102 -0.210 -0.034
N -0.587 1.314 0.443
H 0.572 -1.718 0.299
H 1.382 -0.272 -0.313
H 0.531 -1.426 -1.425
H -1.093 2.056 0.098
H -0.276 1.242 1.394
*
```

=====

The following is a DFT calculation (the ωB97M-V functional and the def2-TZVPD basis) of C30H41Ge2HfN5S6Sb as an isolated structure in a non-equilibrium geometry.

The energy above the lowest of the compared OMol25 structures with the same formula, charge and spin comes out at 1.074 eV.

```
! wB97M-V def2-TZVPD RIJCOSX def2/J DEFGRID3
* xyz -1 1
Hf 0.959 -1.034 -1.195
S -0.789 -4.183 5.666
Sb 1.046 -5.387 6.187
S 2.532 -0.681 1.017
S 3.445 -1.072 -0.800
S 1.552 -6.348 4.195
S 2.008 -1.561 -3.648
C 1.698 -3.161 -3.167
C 2.308 -4.294 -3.794
C 2.042 -5.562 -3.350
C 1.070 -5.756 -2.350
C 0.543 -4.631 -1.744
N 0.896 -3.349 -2.076
H 3.004 -4.111 -4.583
H 2.722 -6.398 -3.633
H 0.868 -6.692 -1.889
H -0.107 -4.779 -0.857
C 4.861 2.844 -0.070
C 4.633 2.156 1.251
Ge 2.822 1.419 1.668
C 2.431 0.997 3.497
C 2.224 1.889 4.675
C 1.580 2.675 0.942
C 0.348 2.537 0.359
Ge -0.664 0.757 0.330
C -2.573 1.335 -0.067
C -3.594 0.510 0.705
C -0.743 0.318 2.241
C -0.984 1.517 3.140
C -0.341 3.770 -0.050
C -0.807 4.683 0.883
C -1.539 5.796 0.484
C -1.783 6.033 -0.855
C -1.336 5.132 -1.756
C -0.670 3.977 -1.379
H 3.941 2.981 -0.678
H 5.421 2.150 -0.680
H 5.488 3.760 -0.054
H 4.721 2.883 2.045
H 5.413 1.354 1.371
H 3.204 0.264 3.836
H 1.554 0.370 3.306
H 3.192 2.309 4.998
H 1.879 1.353 5.642
H 1.595 2.745 4.526
H 2.007 3.696 1.011
H -2.866 1.232 -1.076
H -2.766 2.412 0.201
H -3.302 -0.526 0.732
H -4.610 0.568 0.257
H -3.727 0.872 1.751
H 0.200 -0.230 2.361
H -1.516 -0.417 2.336
H -0.875 1.159 4.164
H -1.963 1.895 2.878
H -0.299 2.342 2.898
H -0.659 4.453 1.978
H -1.869 6.422 1.302
H -2.357 6.841 -1.277
H -1.492 5.356 -2.817
H -0.233 3.266 -2.077
C -2.684 1.114 -6.213
C -1.995 0.475 -5.035
C -2.484 -0.754 -4.462
C -1.770 -1.240 -3.364
N -0.782 -0.600 -2.764
C -0.307 0.509 -3.448
S 1.065 1.212 -2.754
N -0.907 1.044 -4.519
H -3.481 1.806 -5.902
H -3.020 0.383 -6.937
H -1.958 1.672 -6.787
H -3.274 -1.354 -4.949
H -2.090 -2.181 -2.875
C -2.856 -3.814 2.352
N -1.563 -3.413 1.753
C -0.358 -3.959 2.092
C 0.560 -3.292 1.340
N -0.074 -2.410 0.532
C -1.340 -2.496 0.801
H -3.043 -3.258 3.281
H -2.804 -4.863 2.545
H -3.687 -3.529 1.643
H -0.312 -4.567 2.999
H 1.616 -3.413 1.317
H -2.195 -1.929 0.441
*
```

=====

The following is a DFT calculation (the ωB97M-V functional and the def2-TZVPD basis) of a 2-piece molecular cluster, C4H9F3N2 overall in a non-equilibrium geometry.

Its calculated total energy is -566.79497 Ha. Its expectation value of S² is 2.01.

```
! wB97M-V def2-TZVPD RIJCOSX def2/J DEFGRID3
* xyz 0 3
C -1.302 1.847 0.346
C 3.590 -1.622 -0.163
C -2.014 0.989 -0.694
C -2.614 -0.246 -0.055
N 2.511 -0.820 0.456
N 1.885 0.038 -0.061
F -3.251 -1.019 -0.954
F -1.707 -1.032 0.543
F -3.525 0.054 0.886
H -1.964 2.063 1.180
H -0.988 2.783 -0.102
H -0.418 1.328 0.709
H 3.454 -2.671 0.091
H 3.559 -1.476 -1.239
H 4.550 -1.276 0.225
H -1.309 0.655 -1.456
H 2.372 -1.116 1.468
H -2.829 1.520 -1.178
*
```

=====

The following is a DFT calculation (the ωB97M-V functional and the def2-TZVPD basis) of the molecule C4H4O3.

Its SMILES is O=CC1(C=O)CO1. The energy above the lowest of the compared OMol25 structures with the same formula, charge and spin comes out at 2.399 eV.

```
! wB97M-V def2-TZVPD RIJCOSX def2/J DEFGRID3
* xyz 0 1
O 0.302 -2.283 0.165
C 0.719 -1.278 -0.348
C 0.094 0.071 -0.088
C -1.212 0.231 -0.830
O -1.978 -0.680 -1.003
C 0.354 0.835 1.141
O 0.938 1.209 -0.097
H 1.527 -1.283 -1.107
H -1.375 1.244 -1.248
H -0.406 1.511 1.533
H 1.038 0.423 1.883
*
```